Molecular formula: C27H39N6O5P
Method: DFT, the ωB97M-V functional and the def2-TZVPD basis

Output
SMILES string = CCOCCO[C@]1([PH2]=N)COC(=O)O1.c1cc[nH]c1.c1cc[nH]c1.c1cc[nH]c1.c1cc[nH]c1.c1cc[nH]c1
energy above the lowest of the compared OMol25 structures with the same formula, charge and spin = 0.0 kJ/mol
LUMO = 0.02 eV
HOMO level = -8.09 eV
frontier orbital gap = 8.110 eV
net charge = 0
strongest force on any atom = 2.2 eV Å⁻¹

Cartesian coordinates (Å):
C: 4.92826 -6.48027 -2.67898
C: 4.53404 -5.14312 -3.24608
O: 4.41591 -5.24086 -4.65974
C: 3.17223 -4.84282 -5.15514
C: 2.10428 -5.90044 -4.88707
O: 0.80159 -5.32016 -4.68693
C: 0.30794 -5.48980 -3.42390
P: 0.04023 -7.23877 -2.86906
N: 1.30622 -8.12747 -2.65535
C: -1.01328 -4.73401 -3.26282
O: -0.54910 -3.40176 -3.48992
C: 0.69261 -3.37711 -2.96828
O: 1.39098 -2.38402 -2.89446
O: 1.05602 -4.62983 -2.53891
H: 4.93555 -6.45488 -1.59856
H: 4.26088 -7.26415 -3.00433
H: 5.91458 -6.74572 -3.02146
H: 5.29401 -4.42197 -2.97543
H: 3.59092 -4.83759 -2.81893
H: 2.85796 -3.88263 -4.75630
H: 3.30985 -4.72668 -6.21574
H: 2.42361 -6.51800 -4.06249
H: 2.02500 -6.52801 -5.75722
H: -0.80420 -7.75082 -3.87091
H: -0.71535 -7.08238 -1.69082
H: 1.39771 -8.46301 -1.71020
H: -1.85893 -5.07958 -3.82429
H: -1.18575 -4.76465 -2.19854
C: -0.83411 0.35548 0.79638
C: 0.35162 -0.18209 1.36771
C: 0.97295 -0.91158 0.38839
N: 0.21210 -0.83839 -0.74236
C: -0.88728 -0.06767 -0.50813
H: -1.56577 0.97852 1.28815
H: 0.70586 -0.05078 2.37773
H: 1.88942 -1.47560 0.40095
H: 0.43615 -1.29166 -1.62041
H: -1.61220 0.11532 -1.28414
C: -5.23388 2.99143 -1.16046
C: -6.19323 2.12242 -0.57306
C: -5.50604 1.10438 0.03099
N: -4.17111 1.32310 -0.16978
C: -3.99603 2.47199 -0.89254
H: -5.43128 3.89326 -1.71450
H: -7.26380 2.23375 -0.59215
H: -5.85022 0.24799 0.58406
H: -3.43187 0.73149 0.16237
H: -3.01001 2.81811 -1.15303
C: -0.75923 5.53868 2.38540
C: 0.15555 5.22914 3.42783
C: 0.37910 3.87948 3.37855
N: -0.36356 3.36352 2.35433
C: -1.05655 4.36666 1.73979
H: -1.14834 6.51213 2.13791
H: 0.59625 5.91700 4.12895
H: 0.99863 3.24077 3.98468
H: -0.39515 2.39538 2.09341
H: -1.70032 4.16136 0.90100
C: 4.27395 1.15621 6.25328
C: 4.79661 0.08362 5.48058
C: 4.26768 0.19118 4.22321
N: 3.44476 1.28410 4.20649
C: 3.44567 1.87938 5.43914
H: 4.48394 1.37148 7.28694
H: 5.48251 -0.67756 5.81100
H: 4.40531 -0.41223 3.34290
H: 2.92138 1.59956 3.41131
H: 2.85970 2.76191 5.62930
C: -4.43556 9.24965 3.21046
C: -4.49483 9.71756 1.86918
C: -4.05502 8.70200 1.06404
N: -3.73110 7.64211 1.86604
C: -3.96215 7.96586 3.17406
H: -4.70959 9.79356 4.09827
H: -4.82260 10.68742 1.53577
H: -3.94484 8.64255 -0.00470
H: -3.37742 6.76055 1.54517
H: -3.76982 7.25795 3.96143

Löwdin atomic charge list, values in e, 4 entries: -0.07 -0.26 -0.13 -0.18